Here is a cluster of 2 separate species, C4H7NOS in total in a non-equilibrium geometry from the OMol25 dataset. Energies are from ωB97M-V/def2-TZVPD.

**Maximum force**: 0.0815 Eh/bohr
**Net charge**: 0
**Lowest unoccupied orbital energy (spin up / spin down)**: -0.408 / -0.419 eV
**Energy above the lowest of the compared OMol25 structures with the same formula, charge and spin**: 4.593 eV

Bonds (Å) are listed after each position.
CARTESIAN COORDINATES (ANGSTROEM)
1 C 2.39994 -1.25782 -0.35494  C2 1.341, H8 1.100, H9 1.095
2 C 1.21210 -1.22554 0.26734  C1 1.341, N5 1.365, H10 1.094
3 C -1.69936 -0.22328 0.07431  C4 1.419, O6 1.181
4 C -2.07546 1.11545 -0.20688  C3 1.419, H11 1.061, H12 1.125, H13 1.175
5 N 0.50796 -0.16061 0.75059  C2 1.365, S7 1.719
6 O -2.36289 -1.19923 0.11805  C3 1.181
7 S 0.97548 1.39369 0.18551  N5 1.719, H14 1.267
8 H 2.73192 -2.14486 -0.91487  C1 1.100
9 H 2.93558 -0.35812 -0.67510  C1 1.095
10 H 0.86874 -2.22784 0.54049  C2 1.094
11 H -3.12192 1.12783 -0.03098  C4 1.061
12 H -1.98450 1.32846 -1.30761  C4 1.125
13 H -1.34510 1.93959 0.20358  C4 1.175
14 H 0.95752 1.89227 1.35050  S7 1.267